[1]
Entry from OMol25: the molecule C6H9BO3 in a non-equilibrium geometry (wB97M-V/def2-TZVPD).

Calculated values
energy = -13184.721 eV
<S²> = 2.02
multiplicity = 3
HOMO-LUMO gap (spin up / spin down) = 6.12 / 6.72 eV

```
19
Properties=species:S:1:pos:R:3:nbo_charge:R:1
B -0.1625 -2.1495 0.6329 1.115
C -0.1496 -0.4498 -0.0717 -0.311
C 0.1726 0.7141 0.4264 -0.007
C -0.4632 -0.2789 -1.5105 0.216
C 0.0778 1.8151 -0.5865 -0.443
C -0.2465 1.1534 -1.9053 -0.412
C 0.7057 0.9347 1.7992 -0.629
O -0.7725 -1.1889 -2.2807 -0.290
O -0.4127 -3.0982 -0.2073 -0.892
O -0.0790 -2.2956 1.9552 -0.897
H -0.7729 2.5145 -0.3410 0.216
H 0.9555 2.4387 -0.4263 0.224
H 0.4476 1.2414 -2.8147 0.221
H -1.2023 1.5493 -2.4071 0.219
H 0.2760 0.2377 2.6219 0.229
H 0.5047 1.9000 2.0694 0.205
H 1.7062 0.8928 1.9037 0.209
H -0.3460 -2.7444 -1.1778 0.523
H -0.2389 -3.1864 2.3202 0.505
```

***

[2]
Entry from OMol25: a structure of composition C37H38Cr2N7O4 in a non-equilibrium geometry (wB97M-V/def2-TZVPD).

Calculated values
energy = -114440.769 eV
<S²> = 24.80
multiplicity = 10
HOMO-LUMO gap (spin up / spin down) = 4.81 / 6.29 eV

```
88
Properties=species:S:1:pos:R:3:mulliken_spin:R:1
Cr -1.8847 -1.6181 3.0009 5.083
Cr 0.0494 -3.7213 1.1212 4.079
C 0.2994 -0.7381 0.0808 0.073
O -0.2642 -1.4413 1.1791 -0.180
H 1.0897 -1.2921 -0.4256 0.030
H -0.3962 -0.4897 -0.7208 -0.010
H 0.8081 0.1450 0.4674 -0.020
C -1.7973 -4.8496 2.8073 -0.033
O -2.9067 -4.9562 2.3103 0.021
O -0.9591 -5.4916 2.1457 -0.072
O -1.4085 -3.6804 2.7788 -0.040
N -3.6253 -1.7141 1.5585 -0.078
C -4.8667 -1.9290 2.0698 -0.026
C -6.0361 -2.1563 1.4053 0.022
C -5.9768 -2.0944 -0.0084 0.005
C -4.7301 -1.9312 -0.6053 0.001
C -3.6058 -1.8314 0.2006 0.034
H -4.9808 -1.6851 3.1157 0.001
H -6.9877 -2.3218 1.8887 0.000
H -6.7600 -2.3921 -0.6898 0.000
H -4.7541 -1.8743 -1.6836 0.000
H -2.6357 -1.6984 -0.2552 -0.001
N 4.4365 -1.6901 -1.2313 0.000
C 5.1192 -1.3188 -2.3589 0.000
C 5.2753 -2.1453 -3.5239 0.000
C 4.5918 -3.3059 -3.4392 0.001
C 3.9145 -3.7587 -2.3016 -0.011
C 3.8757 -2.8839 -1.2049 -0.117
H 5.5893 -0.3482 -2.4169 0.000
H 5.7127 -1.7714 -4.4378 0.000
H 4.6804 -4.0158 -4.2482 0.000
H 3.2838 -4.6336 -2.3569 -0.001
H 3.1640 -2.9842 -0.3987 0.119
N -2.7687 1.6752 -2.0548 0.000
C -3.1136 2.9116 -2.4607 0.000
C -3.5616 3.2489 -3.7980 0.000
C -3.7932 2.1674 -4.6355 0.000
C -3.2232 0.9154 -4.2807 0.000
C -2.7279 0.7000 -3.0191 0.000
H -3.0446 3.7041 -1.7302 0.000
H -3.9055 4.2295 -4.0922 0.000
H -4.2490 2.4466 -5.5740 0.000
H -3.3079 0.0454 -4.9149 0.000
H -2.2799 -0.2179 -2.6681 -0.001
N 1.7728 -3.9770 2.3494 -0.040
C 2.5679 -2.9321 2.6321 0.094
C 3.6941 -3.0224 3.4815 -0.003
C 3.9442 -4.3062 4.0541 0.012
C 3.0374 -5.3393 3.9120 -0.002
C 2.0349 -5.2059 2.9954 0.050
H 2.2645 -2.0463 2.0938 -0.037
H 4.3697 -2.2038 3.6812 0.000
H 4.8256 -4.3620 4.6756 0.001
H 2.8711 -6.1425 4.6146 0.000
H 1.2563 -5.9511 2.9258 -0.006
N 3.3105 5.5194 0.8095 0.000
C 2.7050 5.3822 1.9945 0.000
C 2.1086 4.1974 2.5026 0.000
C 2.0729 3.0871 1.6435 -0.009
C 2.5642 3.1780 0.3093 0.001
C 3.1898 4.3966 -0.0265 0.000
H 2.9188 6.1696 2.7022 0.000
H 1.7922 4.1264 3.5328 0.000
H 1.6120 2.1157 1.7453 0.010
H 2.4181 2.2754 -0.2656 -0.001
H 3.5517 4.5554 -1.0316 0.000
N 3.2443 2.6330 -3.9033 0.000
C 2.6936 3.9211 -3.7946 0.000
C 1.4024 4.2972 -3.2873 0.000
C 0.6627 3.2710 -2.7455 0.000
C 1.1887 1.9456 -2.7581 -0.001
C 2.4385 1.6979 -3.3212 0.000
H 3.2905 4.7098 -4.2282 0.000
H 0.9964 5.2920 -3.3967 0.000
H -0.3313 3.5432 -2.4224 0.000
H 0.5667 1.1691 -2.3378 0.002
H 2.8740 0.7098 -3.3428 0.000
N -2.4469 0.5496 2.7868 -0.006
C -2.4729 1.3855 3.8763 0.014
C -2.7018 2.7924 3.8441 -0.012
C -3.0677 3.3290 2.6119 0.013
C -3.2346 2.5111 1.5323 -0.009
C -2.8423 1.1801 1.5973 0.003
H -2.1850 1.0212 4.8514 0.013
H -2.6687 3.4533 4.6976 -0.001
H -3.3348 4.3657 2.4693 0.002
H -3.5825 2.9544 0.6109 0.001
H -2.7107 0.5451 0.7337 0.030
```

***

[3]
Entry from OMol25: the molecule C4H4OS in a non-equilibrium geometry (wB97M-V/def2-TZVPD).

Calculated values
energy = -17087.639 eV
<S²> = 2.04
multiplicity = 3
HOMO-LUMO gap (spin up / spin down) = 6.91 / 6.51 eV
energy above the lowest of the compared OMol25 structures with the same formula, charge and spin = 383.3 kJ/mol

```
10
Properties=species:S:1:pos:R:3:nbo_charge:R:1
C 0.6608 2.0428 -0.9629 -0.357
C -0.2313 -1.0876 1.0822 -0.222
C 0.7018 1.9571 0.2225 0.357
C -0.6382 -1.5866 -0.2105 -0.717
O 0.6621 1.6938 1.4176 -0.530
S 0.2427 -0.0125 2.0528 0.538
H 0.7254 2.4517 -1.8665 0.216
H 0.0408 -2.5517 -0.4709 0.217
H -0.5545 -0.8809 -1.0047 0.267
H -1.6098 -2.0261 -0.2597 0.231
```